Record 1
ORCA calculation (the ωB97M-V functional and the def2-TZVPD basis) on a cluster of 5 separate species, C35H48BrCl2F7N2O17PS3 in total in a non-equilibrium geometry.

The calculated total energy comes out at -8480.12362 hartree. For the orbital gap, the calculation gives 7.1 eV. Its net charge is +1.

```
116
Properties=species:S:1:pos:R:3:forces:R:3:mulliken_charge:R:1
C -0.93235 -5.56667 -2.54439 0.1 -0.1 -0.5 -1.6765
C -1.49532 -4.18162 -2.43637 -0.1 -0.2 -0.1 0.9670
C -1.03425 -3.16863 -3.27197 0.1 -0.1 -0.1 -1.0643
C -1.53259 -1.88987 -3.18209 0.1 0.1 -0.2 -0.2441
C -2.51435 -1.57328 -2.25487 -0.2 0.1 0.1 0.2181
C -3.07959 -0.17317 -2.14270 -0.1 -0.4 -0.3 -1.6728
C -2.09360 0.85941 -1.51162 0.6 0.0 0.3 0.4785
P -1.53882 1.91050 -3.00161 -0.8 0.4 -0.8 0.5354
N -2.58282 2.59188 -3.94358 0.2 -0.1 0.8 -0.8682
O -0.97520 0.12869 -1.08102 0.0 0.2 -0.2 0.7416
C 0.08913 0.79640 -0.42953 0.2 -0.1 0.4 -0.4098
C 1.15531 -0.29048 -0.37378 0.0 -0.1 -0.2 -1.9949
C 0.84272 -1.48043 0.52722 0.0 -0.5 0.0 0.2893
C 1.04708 -2.79943 -0.23592 -0.3 0.2 0.1 -0.5589
C 1.10505 -4.02754 0.67604 0.0 0.4 -0.1 -1.2153
S -0.53297 -4.67283 0.92225 0.0 0.0 0.1 1.0549
O -0.78803 -5.71941 -0.01526 0.2 0.1 1.2 -0.6072
O -1.45721 -3.59221 1.08496 0.2 -0.2 0.3 -0.3780
Cl -0.32194 -5.53882 2.75493 0.0 -0.2 0.2 -0.2931
C -0.43972 1.33995 0.89470 0.4 0.2 -0.1 0.5343
C 0.53007 2.14399 1.77580 0.0 -0.3 0.0 -1.0239
C 1.31689 1.44557 2.90331 -0.2 0.2 0.2 -0.0033
C 0.61692 0.36948 3.70815 0.0 -0.1 0.0 -1.3496
Br 3.06039 0.87630 2.27297 0.1 -0.2 0.0 -0.1226
N -1.63797 2.29653 0.54043 0.4 -0.4 -0.1 -0.2602
S -1.16286 3.91137 -0.11957 -0.1 0.1 0.0 0.0707
C -2.71461 1.62149 -0.30635 -0.6 0.3 0.1 0.1489
C -3.76875 2.60765 -0.82120 0.0 0.2 0.2 -2.9544
C -4.44280 3.64176 0.11435 0.1 0.1 -0.4 0.5606
C -5.87328 3.31363 0.54054 -0.1 0.2 -0.2 -1.3193
Cl -4.44476 5.17800 -0.84826 0.0 0.2 0.1 -0.2278
S -3.58326 0.36538 0.81129 -0.1 -0.7 0.0 1.0690
O -2.84073 -0.85072 0.88013 0.2 0.4 0.2 -0.1759
O -4.96315 0.36635 0.44455 0.1 0.3 0.1 -0.5697
C -3.56057 1.00364 2.58801 -0.3 -0.3 0.0 0.1998
F -2.38029 0.74185 3.15825 -0.5 0.2 0.0 -0.1077
F -3.77474 2.33373 2.65261 0.1 -0.4 0.1 -0.1860
F -4.53369 0.34645 3.20058 0.6 0.5 -0.1 -0.1823
C -2.99591 -2.58300 -1.44231 -0.2 0.1 0.1 -0.2839
C -2.48733 -3.86384 -1.52412 -0.1 -0.3 -0.2 -0.8457
H -1.39697 -6.25474 -1.84517 -0.1 0.0 -0.5 0.4382
H -1.02191 -5.94330 -3.56211 -0.1 0.0 -0.1 0.4327
H 0.13506 -5.54923 -2.31724 0.0 -0.1 0.0 0.3019
H -0.27876 -3.38833 -4.01500 0.1 -0.1 0.0 0.4261
H -1.14407 -1.14793 -3.86620 -0.1 0.1 0.0 0.3584
H -3.35108 0.15142 -3.14876 -0.1 0.2 0.0 0.9892
H -4.01128 -0.23126 -1.58579 -0.1 0.1 -0.1 0.4993
H -0.75908 0.92924 -3.62462 0.2 -0.2 0.2 0.0505
H -0.56581 2.81560 -2.56440 0.2 -0.1 0.1 0.0659
H -3.55500 2.47252 -3.69563 -0.1 0.0 -0.3 0.2748
H 0.51642 1.63317 -0.99643 -0.2 0.0 -0.3 0.1489
H 2.15239 0.11858 -0.23330 0.0 0.0 0.2 0.7219
H 1.13000 -0.67112 -1.39803 0.1 0.1 -0.1 0.6571
H -0.19927 -1.48342 0.84911 -0.1 0.1 0.1 -0.2236
H 1.47908 -1.49352 1.40986 0.1 0.2 0.1 0.5921
H 1.96687 -2.75216 -0.81687 0.1 -0.1 0.0 0.6157
H 0.20288 -2.89628 -0.92395 0.2 0.0 -0.2 -0.3632
H 1.67947 -4.83852 0.23959 0.1 -0.1 0.1 0.5427
H 1.48145 -3.77007 1.66310 0.1 -0.1 0.0 0.5920
H -0.87630 0.49905 1.42033 -0.3 0.0 0.2 -0.3214
H -0.04045 2.93064 2.27682 0.0 0.1 -0.1 0.3526
H 1.26765 2.61660 1.12818 0.0 0.3 0.1 0.5879
H 1.56123 2.23993 3.60389 0.1 0.1 -0.1 0.6744
H 0.14711 -0.40511 3.10731 0.0 -0.1 -0.1 0.2068
H 1.33582 -0.11722 4.36173 0.0 0.0 0.1 0.5314
H -0.14220 0.82437 4.34355 -0.1 0.0 0.0 0.3077
H -2.03364 2.58013 1.43797 -0.2 -0.1 0.0 0.9288
H 0.10819 3.57612 -0.35904 0.1 -0.1 0.0 0.2625
H -4.55008 2.02499 -1.30534 0.0 -0.1 0.0 0.8111
H -3.29067 3.17493 -1.61509 0.1 -0.1 -0.1 0.9941
H -3.82346 3.90135 0.96724 0.0 0.0 0.1 0.2751
H -6.26327 2.47470 -0.02692 0.0 -0.1 0.1 0.2889
H -6.51945 4.16069 0.32839 0.0 0.1 0.1 0.4900
H -5.94931 3.10988 1.60442 0.0 -0.2 0.0 0.2592
H -3.76427 -2.37664 -0.71061 0.0 0.0 0.0 0.4707
H -2.85564 -4.63442 -0.86031 -0.1 0.1 -0.1 0.5218
C -3.11349 -6.27164 5.21950 0.0 0.1 0.0 -0.3659
C -4.32760 -6.89909 5.87494 0.1 -0.1 0.0 0.3133
O -3.82325 -8.14950 6.29617 -0.1 0.1 0.2 -0.3138
C -2.47958 -8.02618 6.49890 -0.1 0.1 -0.2 0.6325
O -1.80336 -8.80414 7.07035 0.1 -0.1 0.0 -0.4770
O -2.03948 -6.86290 5.95077 0.0 0.1 0.0 -0.2951
F -5.34450 -7.08994 5.00261 0.0 -0.1 0.0 -0.2768
H -3.04676 -6.56220 4.16996 -0.1 0.0 0.0 0.2528
H -3.08086 -5.18902 5.30340 0.1 0.0 0.1 0.2578
H -4.70985 -6.35731 6.74182 -0.1 0.0 0.0 0.2755
C 7.97843 0.22797 1.10450 0.1 0.0 0.0 -0.2642
C 7.61317 1.67712 0.85649 0.0 -0.1 -0.1 0.2935
O 6.48400 1.55901 0.00002 -0.1 0.1 0.2 -0.3039
C 5.89179 0.36542 0.25255 0.2 -0.1 -0.1 0.5682
O 4.80359 0.06330 -0.12014 -0.1 0.0 -0.1 -0.5353
O 6.69601 -0.41546 0.99004 0.1 0.0 0.1 -0.3139
F 8.58652 2.36209 0.21614 0.0 -0.1 -0.1 -0.2697
H 8.64663 -0.15057 0.33301 0.0 0.0 0.0 0.2031
H 8.41311 0.04300 2.08155 -0.2 -0.1 0.1 0.3072
H 7.32124 2.23675 1.74652 0.1 0.1 0.0 0.2559
C -4.65405 5.99920 -4.55986 0.1 0.0 0.0 0.0112
C -4.97608 7.37025 -5.11906 0.0 -0.1 -0.1 0.3568
O -5.81934 7.05521 -6.20730 -0.2 0.1 0.1 -0.3106
C -6.44174 5.87055 -5.93930 0.2 0.0 0.0 0.6137
O -7.37580 5.44578 -6.51915 -0.1 -0.1 -0.1 -0.4886
O -5.82772 5.25799 -4.89286 0.0 0.0 0.1 -0.2874
F -3.87403 8.01626 -5.56695 0.0 -0.1 -0.1 -0.2793
H -3.79048 5.56543 -5.06698 0.0 0.1 0.0 0.2600
H -4.48711 5.98963 -3.48744 -0.2 0.0 0.0 -0.1586
H -5.51112 8.03000 -4.43349 0.1 0.1 0.0 0.2887
C 12.53456 2.04812 -1.17500 0.0 0.0 0.0 -0.4137
C 12.58920 1.98994 0.33940 -0.1 0.0 -0.1 0.3111
O 11.55058 1.07102 0.63757 0.2 -0.1 0.1 -0.2741
C 11.39494 0.24599 -0.43358 0.0 0.2 0.0 0.7044
O 10.77391 -0.76337 -0.41319 -0.1 0.0 0.0 -0.5385
O 12.04570 0.74129 -1.50258 0.1 0.1 -0.1 -0.3243
F 12.31327 3.17978 0.91758 -0.1 0.0 0.0 -0.2755
H 11.81503 2.79833 -1.50450 0.0 0.0 0.1 0.2796
H 13.49648 2.22338 -1.64590 0.0 -0.2 0.0 0.2716
H 13.52627 1.60979 0.74826 0.0 0.1 0.1 0.2748
```
Positions in Å, forces in eV/Å.



Record 2
ORCA calculation (the ωB97M-V functional and the def2-TZVPD basis) on a structure of composition C35H48IIrN4O5Si4Te.

The calculated total energy comes out at -3785.71978 hartree. For the orbital gap (alpha / beta), the calculation gives 6.9 / 5.7 eV. As for the expectation value of S²: 0.755. The spin multiplicity is 2. Its net charge is +1.

```
99
Properties=species:S:1:pos:R:3:forces:R:3:mulliken_spin:R:1
Ir -0.77995 0.16192 0.33212 -0.2 0.1 0.0 0.1119
O 3.58563 -1.84436 -1.99984 0.0 0.0 0.0 0.0000
C 4.01708 -0.65809 -1.54704 0.0 0.0 0.0 0.0007
C 5.37992 -0.38387 -1.68081 0.0 0.0 0.0 0.0003
C 5.89427 0.82275 -1.26113 0.0 0.0 0.0 0.0000
C 5.06866 1.79304 -0.68980 0.0 0.0 0.0 -0.0003
C 3.73013 1.52108 -0.52933 0.0 0.0 0.1 0.0007
C 3.18102 0.29906 -0.94238 0.0 0.0 0.0 -0.0022
C 1.75850 0.05420 -0.69357 -0.1 0.2 -0.1 0.0011
O 1.14733 0.83866 0.12803 0.1 -0.5 0.1 0.0087
N 1.17623 -0.95936 -1.33810 0.2 -0.2 -0.1 -0.0020
N -0.12881 -1.07466 -1.01627 -0.2 -0.2 -0.1 0.0166
C -0.96681 -1.84298 -1.61145 0.2 0.0 0.0 -0.0164
C -2.33949 -1.72634 -1.14530 -0.3 0.0 0.1 0.0376
C -3.38669 -2.44828 -1.70055 0.2 0.0 0.0 -0.0042
C -4.67612 -2.21785 -1.25825 -0.1 0.1 0.1 0.0036
C -4.88869 -1.28030 -0.26106 0.0 0.0 -0.1 -0.0127
C -3.80210 -0.61024 0.26514 0.1 -0.1 0.1 0.0417
N -2.55805 -0.82075 -0.15276 0.1 0.0 0.0 -0.1599
H 2.60830 -1.85693 -1.95207 0.0 0.0 0.0 -0.0004
H 6.00720 -1.13946 -2.13328 0.0 0.0 0.0 0.0000
H 6.95070 1.02074 -1.38656 0.0 0.0 0.0 0.0000
H 5.47561 2.74602 -0.38236 0.0 0.0 0.0 0.0000
H 3.06725 2.25405 -0.08938 0.0 0.0 0.0 0.0002
H -0.67135 -2.48470 -2.43068 0.0 0.0 0.0 0.0007
H -3.18119 -3.16960 -2.47893 0.0 0.0 0.0 0.0009
H -5.50524 -2.76131 -1.69004 0.0 0.0 0.0 0.0004
H -5.87921 -1.05847 0.10759 0.0 0.0 0.0 -0.0003
H -3.92010 0.11134 1.05709 0.0 0.0 -0.1 0.0000
O 1.28961 0.60518 2.73282 -0.1 -0.1 0.4 -0.0208
C 1.09779 1.99660 2.75246 0.1 0.0 0.0 0.0069
C -0.26238 2.50488 2.30784 0.0 0.1 0.1 0.0049
C -0.48010 3.83459 2.66741 -0.1 0.0 0.1 -0.0012
C -1.66085 4.47042 2.35963 0.0 0.0 0.0 0.0001
C -2.64371 3.73958 1.70872 0.0 0.0 0.0 0.0000
C -2.36677 2.43780 1.36657 -0.1 0.0 0.1 -0.0037
N -1.19809 1.81541 1.63276 0.1 0.1 -0.2 0.0311
H 2.21204 0.41992 2.52798 -0.1 0.0 -0.1 0.0066
H 1.84035 2.50513 2.13173 0.0 0.0 0.0 0.0008
H 1.22227 2.35848 3.77985 0.0 0.0 -0.1 0.0001
H 0.30072 4.35740 3.20460 0.0 0.0 0.0 0.0001
H -1.81519 5.50707 2.62633 0.0 0.0 0.0 0.0000
H -3.59902 4.16654 1.44128 0.0 0.0 0.0 0.0000
H -3.08533 1.86265 0.80677 0.0 0.1 -0.1 0.0008
C -4.29795 -3.74177 2.50351 0.1 0.0 0.0 0.0012
Si -2.94195 -4.06429 3.76446 0.0 0.0 0.0 0.0417
C -3.67801 -4.73484 5.35527 0.0 0.0 -0.1 0.0061
C -1.71125 -5.28855 3.05230 0.0 0.1 0.0 0.0359
Si -1.86488 -2.00920 4.28777 0.0 0.1 0.1 0.0349
Te -0.44641 -1.75510 2.18911 0.2 0.5 -0.3 0.8281
Si -0.10381 -2.33915 5.87657 0.0 0.0 0.0 0.0326
C 0.72028 -0.68217 6.19954 -0.1 -0.1 0.0 -0.0031
C -0.79452 -3.03023 7.47975 0.0 0.0 -0.1 0.0050
C 1.16739 -3.54183 5.19427 -0.1 0.0 0.0 0.0197
Si -3.34675 -0.29907 4.99932 0.0 0.0 0.0 -0.0393
C -4.78187 -0.01297 3.82162 0.0 0.0 0.0 -0.0017
C -4.03189 -0.89932 6.64313 0.0 0.0 -0.1 0.0020
C -2.44320 1.32140 5.26640 0.0 -0.1 0.1 -0.0021
H -4.74854 -4.68616 2.18895 0.0 0.0 0.0 0.0015
H -3.89738 -3.25155 1.61310 0.0 0.0 0.0 0.0102
H -5.09175 -3.11288 2.90893 0.0 0.0 0.0 0.0017
H -4.15438 -5.69827 5.15713 0.0 0.0 0.0 0.0014
H -4.43748 -4.07075 5.76997 0.0 0.0 0.0 -0.0002
H -2.91669 -4.89562 6.11902 0.0 0.0 0.0 -0.0009
H -2.22902 -6.21206 2.78264 0.0 0.0 0.0 0.0007
H -0.93214 -5.54480 3.77111 0.0 0.0 0.0 0.0022
H -1.22234 -4.90466 2.15527 0.0 0.0 0.0 -0.0170
H 0.11048 -0.04730 6.84490 0.0 0.0 0.0 0.0013
H 0.90850 -0.15303 5.26674 0.0 0.1 -0.1 0.0091
H 1.67923 -0.83746 6.70023 0.0 0.0 0.0 0.0010
H -1.53269 -2.37597 7.94373 0.0 0.0 0.0 -0.0001
H 0.03109 -3.14843 8.18659 0.0 0.0 0.0 0.0007
H -1.24934 -4.01184 7.34383 0.0 0.0 0.0 -0.0010
H 1.61858 -3.18787 4.26649 0.0 0.0 0.0 -0.0112
H 0.74019 -4.52676 5.00229 0.0 0.0 0.0 0.0019
H 1.96772 -3.66690 5.92770 0.0 0.0 0.0 0.0000
H -5.32892 -0.92979 3.59959 0.0 0.0 0.0 -0.0003
H -4.46123 0.43456 2.88100 0.0 0.0 0.1 0.0003
H -5.48116 0.68628 4.28760 0.0 0.0 0.0 0.0003
H -4.58695 -1.83339 6.54395 0.0 0.0 0.0 -0.0002
H -4.71753 -0.14889 7.04430 0.0 0.0 0.0 0.0000
H -3.24439 -1.05349 7.38172 0.0 0.0 0.0 0.0001
H -1.91792 1.63392 4.36939 0.1 0.1 -0.2 0.0016
H -1.71651 1.24598 6.07689 0.0 0.0 0.0 -0.0001
H -3.15634 2.10710 5.52772 0.0 0.0 0.0 0.0003
I -1.06657 6.06220 -6.51438 0.0 0.0 0.0 0.0000
C -1.35786 4.69837 -4.96124 0.0 0.0 0.0 0.0001
C -0.32602 4.44689 -4.06743 0.0 0.0 0.0 0.0001
C -0.51720 3.53137 -3.04518 0.0 -0.1 0.0 0.0001
C -1.73938 2.88477 -2.90608 0.0 0.0 0.1 -0.0020
C -2.76957 3.15288 -3.79900 0.0 0.0 0.0 0.0003
C -2.58028 4.05252 -4.83527 0.0 0.0 0.0 -0.0001
C -1.98429 1.91617 -1.78835 -0.2 -0.1 -0.1 -0.0007
O -3.12060 1.63779 -1.42068 0.1 0.0 -0.1 -0.0003
O -0.89112 1.42047 -1.28853 0.1 0.2 0.3 -0.0142
H 0.62111 4.95794 -4.17140 0.0 0.0 0.0 0.0000
H 0.28362 3.31176 -2.35202 0.0 0.0 0.0 0.0001
H -3.72056 2.65344 -3.67088 0.0 0.0 0.0 -0.0001
H -3.37833 4.25401 -5.53623 0.0 0.0 0.0 0.0000
```
Positions in Å, forces in eV/Å.



| no. | molecular weight (g mol⁻¹) |
| --- | --- |
| 1 | 1179.7 |
| 2 | 1163.9 |